Entry 1:
9
Properties=species:S:1:pos:R:3:nbo_charge:R:1 method="wB97M-V/def2-TZVPD" total_charge=-2 max_force_ev_per_a=4.57 mol_weight_da=126.1 e_lumo_ev=6.950 homo_energy_ev=-0.20 e_above_lowest_kj_mol=213.3
O 1.28 -2.10 0.39 -1.210
O -0.84 -1.71 1.71 -1.222
O 1.13 -0.13 2.02 -1.180
O -0.97 1.15 -2.38 -1.178
Si -0.36 0.59 -0.09 0.663
P 0.42 -1.17 1.19 2.227
H -0.42 0.37 -2.60 0.417
H -1.13 1.63 0.36 -0.269
H 0.90 1.38 -0.59 -0.248

***

Entry 2:
9
Properties=species:S:1:pos:R:3:nbo_charge:R:1 method="wB97M-V/def2-TZVPD" total_charge=-2 max_force_ev_per_a=1.24 mol_weight_da=126.1 e_lumo_ev=4.155 homo_energy_ev=-1.16 e_above_lowest_kj_mol=192.3
O -0.22 2.79 -0.43 -1.169
O -9.42 0.64 1.07 -1.166
O -9.75 -1.36 -0.37 -1.168
O 3.44 -1.36 -0.41 -1.360
Si -0.17 1.32 -0.09 1.636
P -9.57 0.14 -0.34 1.334
H 2.53 -1.07 -0.28 0.370
H 0.04 0.82 1.26 -0.243
H -0.39 0.24 -1.04 -0.233

***

Entry 3:
8
Properties=species:S:1:pos:R:3:nbo_charge:R:1 method="wB97M-V/def2-TZVPD" total_charge=+1 max_force_ev_per_a=4.13 mol_weight_da=83.0 e_lumo_ev="-7.775 / -8.385" homo_energy_ev="-17.85 / -17.35" e_above_lowest_kj_mol=311.8
O -1.59 0.30 -0.10 -0.653
O -0.07 0.30 0.88 -0.024
O 1.23 -1.12 -0.10 -0.334
O 1.62 1.02 -0.37 -0.042
O 1.04 0.17 0.29 0.460
H -1.62 -0.50 0.38 0.528
H -2.14 1.02 0.07 0.535
H 1.54 -1.19 -1.04 0.530

***

Entry 4:
11
Properties=species:S:1:pos:R:3:nbo_charge:R:1 method="wB97M-V/def2-TZVPD" smiles="O=[P@@]1(O)OP12(P)OO2" total_charge=0 max_force_ev_per_a=4.79 mol_weight_da=175.9 e_lumo_ev=0.196 homo_energy_ev=-10.07 e_above_lowest_kj_mol=0.0
O -0.51 -0.24 -1.65 -1.048
O 1.59 0.75 -0.32 -1.131
O -0.51 2.11 -0.49 -1.002
O -0.56 -2.43 -0.22 -0.497
O 0.83 -2.10 -0.20 -0.505
P 0.74 1.42 -1.33 1.587
P -0.43 0.04 1.63 0.087
P -0.14 -0.85 -0.30 1.958
H -1.15 2.39 -1.05 0.489
H 0.89 0.17 1.75 0.041
H -0.76 -1.25 2.18 0.022

***

Entry 5:
11
Properties=species:S:1:pos:R:3:lowdin_spin:R:1 method="wB97M-V/def2-TZVPD" total_charge=-1 max_force_ev_per_a=6.54 mol_weight_da=161.0 spin_multiplicity=3 s_squared=2.010 e_lumo_ev="3.849 / -0.155" homo_energy_ev="-1.17 / -6.61"
O 1.85 0.68 0.30 0.100
O -1.33 1.62 0.92 0.366
O -0.61 2.12 -1.38 0.274
O -0.72 -1.30 1.22 0.051
O -1.78 -1.59 -1.10 0.315
O 0.81 -1.59 -0.77 0.096
P -0.71 1.17 -0.33 0.586
P -0.55 -1.11 -0.41 0.201
H -1.33 -0.68 1.65 0.000
H 1.75 -0.33 0.04 0.004
H 2.63 1.03 -0.13 0.008

***

Entry 6:
6
Properties=species:S:1:pos:R:3:nbo_charge:R:1 method="wB97M-V/def2-TZVPD" smiles="O=P.S" total_charge=0 max_force_ev_per_a=3.25 mol_weight_da=82.1 e_lumo_ev=-1.271 homo_energy_ev=-9.52 e_above_lowest_kj_mol=160.4
O -1.00 -0.92 -0.14 -0.962
P -1.84 0.26 -0.15 1.149
S 2.35 0.17 0.29 -0.280
H 0.97 0.14 0.07 0.156
H -2.84 -0.13 0.87 -0.178
H 2.36 0.47 -0.93 0.115

***

Entry 7:
7
Properties=species:S:1:pos:R:3:nbo_charge:R:1 method="wB97M-V/def2-TZVPD" smiles=OP(S)S total_charge=0 max_force_ev_per_a=3.40 mol_weight_da=114.1 e_lumo_ev=0.453 homo_energy_ev=-9.10 e_above_lowest_kj_mol=71.6
O -0.46 0.41 1.48 -1.009
P -0.81 -0.17 0.03 0.863
S -0.20 1.29 -1.36 -0.344
S 1.01 -1.20 -0.08 -0.336
H -0.93 1.20 1.74 0.502
H 1.07 0.88 -1.30 0.149
H 0.31 -2.41 -0.52 0.174

***

Entry 8:
8
Properties=species:S:1:pos:R:3:nbo_charge:R:1 method="wB97M-V/def2-TZVPD" total_charge=0 max_force_ev_per_a=2.74 mol_weight_da=146.2 e_lumo_ev=-1.284 homo_energy_ev=-9.66 e_above_lowest_kj_mol=11.5
O -0.29 0.53 0.50 -0.929
P -0.43 -3.21 -1.28 0.764
S -0.23 -1.71 -2.60 -0.445
S 0.03 -2.59 0.70 -0.246
S -1.01 -5.00 -1.50 -0.325
H -1.14 0.48 0.04 0.490
H -0.17 -1.25 0.45 0.197
H 0.46 0.26 -0.16 0.495

***

Entry 9:
5
Properties=species:S:1:pos:R:3:nbo_charge:R:1 method="wB97M-V/def2-TZVPD" total_charge=-1 max_force_ev_per_a=0.25 mol_weight_da=51.1 e_lumo_ev=4.239 homo_energy_ev=-2.61 e_above_lowest_kj_mol=21.4
S -0.45 0.68 1.14 -1.063
H -0.17 -0.62 0.93 0.073
H 1.33 -1.76 -1.74 0.456
H 0.62 -0.44 -1.45 0.503
O 0.78 -1.09 -2.15 -0.970

***

Entry 10:
66
Properties=species:S:1:pos:R:3:nbo_charge:R:1 method="wB97M-V/def2-TZVPD" total_charge=0 max_force_ev_per_a=6.54 mol_weight_da=486.2 e_lumo_ev=-1.094 homo_energy_ev=-9.72 e_above_lowest_kj_mol=0.0
O -0.93 -1.32 -2.43 -0.995
O 1.23 -0.31 0.59 -0.996
O -0.26 0.93 2.34 -1.010
O -1.61 -0.20 0.35 -1.089
P -0.98 -0.73 -1.07 1.644
P -0.14 0.10 1.11 2.404
O -3.40 2.26 0.95 -0.995
H -3.92 1.84 0.20 0.511
H -3.92 2.13 1.81 0.471
O 0.79 -2.70 -5.55 -0.998
H 1.51 -3.36 -5.81 0.479
H 1.23 -1.94 -5.05 0.513
O 2.12 -0.32 -3.91 -1.011
H 2.85 -0.90 -3.53 0.482
H 1.87 0.37 -3.20 0.522
O 1.09 3.47 4.01 -1.013
H 1.19 2.73 4.68 0.516
H 1.64 4.26 4.32 0.502
O 2.69 -0.66 3.42 -0.964
H 1.85 -0.61 3.99 0.489
H 3.49 -0.56 4.03 0.498
O -2.32 -3.38 -3.94 -0.981
H -2.77 -4.10 -4.50 0.496
H -1.78 -2.79 -4.56 0.508
O 1.46 1.52 5.70 -0.961
H 2.23 1.17 6.25 0.508
H 0.88 0.74 5.43 0.501
O -0.21 -2.78 1.66 -0.987
H 0.56 -3.35 1.34 0.511
H -1.07 -3.23 1.38 0.494
O 2.85 1.96 2.26 -1.008
H 2.30 2.34 3.02 0.492
H 2.62 0.98 2.17 0.502
O -1.59 3.00 4.08 -0.993
H -1.67 2.40 3.27 0.490
H -0.60 3.14 4.26 0.481
O -4.12 -1.92 0.53 -0.950
H -3.42 -1.18 0.57 0.481
H -3.71 -2.75 0.94 0.469
O -4.94 0.93 -1.21 -1.009
H -5.88 0.58 -1.12 0.487
H -4.41 0.27 -1.76 0.515
O 1.01 1.56 -1.82 -1.029
H 1.66 2.01 -1.19 0.522
H 0.69 2.25 -2.49 0.482
O 3.52 -2.88 1.85 -0.982
H 4.42 -2.47 1.62 0.471
H 2.98 -2.19 2.36 0.497
O -3.93 -0.69 -3.23 -1.006
H -3.77 -0.40 -4.18 0.517
H -3.40 -1.53 -3.06 0.506
O 0.76 4.09 1.16 -0.980
H 0.79 3.71 2.09 0.520
H 0.76 5.10 1.23 0.481
O 2.57 3.22 -0.43 -1.011
H 2.90 2.70 0.38 0.513
H 1.82 3.82 -0.12 0.509
O -1.06 -4.39 -1.66 -1.003
H -1.58 -3.96 -2.42 0.510
H -0.09 -4.13 -1.76 0.472
O 3.88 -0.57 -0.37 -0.960
H 4.76 -0.56 0.15 0.461
H 3.13 -0.74 0.29 0.497
O -1.76 -0.34 -5.17 -0.975
H -1.18 -0.59 -4.38 0.504
H -1.68 -1.08 -5.87 0.476